DFT (ωB97M-V/def2-TZVPD) results for a cluster of 6 separate species, C33H34N8O14 in total in a non-equilibrium geometry.

Geometry as XYZ:
```
89
Properties=species:S:1:pos:R:3:lowdin_charge:R:1
N 4.19971 -1.84333 -1.00731 0.05
C 3.02437 -2.12475 -1.96261 -0.54
N 3.42313 -1.73083 -3.38431 0.03
N 2.72532 -3.60668 -1.94316 0.03
C 1.73468 -1.16926 -1.53288 -0.08
O 0.60930 -1.90807 -0.94920 -0.03
C -0.40488 -2.29220 -1.93393 -0.24
O -0.77976 -1.62304 -3.02375 0.02
O -1.16008 -3.55866 -1.65363 -0.06
O -0.19918 -4.43681 -1.48865 -0.06
H 3.95551 -2.17076 -0.02631 0.07
H 5.02281 -2.41802 -1.32718 0.08
H 2.58949 -1.45540 -3.95630 0.06
H 3.79646 -2.63554 -3.79455 0.08
H 2.14877 -3.89552 -2.78247 0.07
H 3.67694 -4.06692 -2.06931 0.09
H 1.44797 -0.42817 -2.40263 0.13
H 2.15689 -0.47111 -0.66015 0.15
H 0.09619 -4.64483 -2.43675 0.14
C -0.23158 4.60973 -4.66264 -0.06
C 0.95167 3.89044 -4.48747 -0.06
C 1.23179 3.29290 -3.25707 0.00
C 0.31359 3.41877 -2.20548 -0.14
C -0.87144 4.14679 -2.37625 0.00
C -1.13929 4.74230 -3.61046 -0.06
N 0.59036 2.77153 -0.91748 -0.30
O 1.65831 2.15235 -0.79996 0.06
O -0.26105 2.87765 -0.02313 0.03
H -0.44826 5.06912 -5.62556 0.11
H 1.65487 3.79283 -5.31181 0.10
H 2.15824 2.73564 -3.13661 0.12
H -1.59048 4.25663 -1.56713 0.11
H -2.05790 5.30695 -3.75391 0.11
C 1.41537 -1.72604 -6.98548 -0.08
C 2.40330 -1.48735 -7.94212 -0.07
C 2.57050 -0.20598 -8.47082 0.00
C 1.74200 0.83476 -8.02897 -0.14
C 0.74434 0.59628 -7.07437 0.00
C 0.58479 -0.68998 -6.55499 -0.06
N 1.92954 2.18938 -8.56215 -0.32
O 2.81027 2.35596 -9.41904 0.07
O 1.19972 3.08930 -8.12220 0.05
H 1.29251 -2.72561 -6.57201 0.11
H 3.04574 -2.30029 -8.27371 0.11
H 3.34502 -0.03626 -9.21558 0.12
H 0.09113 1.39368 -6.72619 0.12
H -0.18481 -0.88458 -5.81129 0.10
C -0.63628 -4.94716 3.62834 -0.07
C 0.12177 -5.05042 2.46094 -0.06
C 1.34871 -4.39137 2.36264 0.00
C 1.81117 -3.63187 3.44618 -0.14
C 1.04861 -3.52023 4.61643 0.01
C -0.17818 -4.18156 4.70193 -0.10
N 3.11194 -2.95748 3.35859 -0.32
O 3.74797 -3.06483 2.29951 0.03
O 3.50143 -2.32318 4.34955 0.06
H -1.58971 -5.46744 3.70242 0.11
H -0.24267 -5.64778 1.62793 0.11
H 1.92760 -4.48187 1.44609 0.11
H 1.39318 -2.93010 5.46305 0.12
H -0.77611 -4.10356 5.60727 0.08
C -1.11536 3.98600 2.56975 -0.06
C -0.56753 3.90903 3.85120 -0.05
C -1.39831 3.96453 4.97196 0.00
C -2.78308 4.09320 4.79695 -0.19
C -3.33500 4.17845 3.51181 -0.02
C -2.49380 4.12468 2.39864 -0.05
N -3.66406 4.12649 5.97051 -0.34
O -3.13598 4.06751 7.09094 0.06
O -4.88505 4.20738 5.77388 0.06
H -0.46407 3.93662 1.69879 0.08
H 0.50789 3.80253 3.97647 0.11
H -0.95590 3.90316 5.96386 0.12
H -4.40746 4.28347 3.36161 0.12
H -2.91288 4.18698 1.39678 0.11
C -3.98868 1.14197 6.47366 -0.06
C -3.52801 1.06013 5.15866 -0.05
C -3.00673 -0.14069 4.67319 0.02
C -2.95551 -1.25973 5.51574 -0.13
C -3.41018 -1.17826 6.83866 0.00
C -3.92678 0.02884 7.31374 -0.05
N -2.43220 -2.53186 5.00358 -0.29
O -2.02209 -2.55849 3.83362 0.08
O -2.43426 -3.50698 5.76855 0.02
H -4.39949 2.07889 6.84597 0.09
H -3.57819 1.93242 4.51047 0.08
H -2.65187 -0.18821 3.64598 0.12
H -3.37174 -2.03756 7.50489 0.12
H -4.28506 0.10137 8.33824 0.11
```

Properties
HOMO	-9.27	eV
molar mass	766.7	g/mol
SMILES string	O=[N+]([O-])c1ccccc1.O=[N+]([O-])c1ccccc1.O=[N+]([O-])c1ccccc1.O=[N+]([O-])c1ccccc1.O=[N+]([O-])c1ccccc1.NC(N)(N)COC(=O)OO
LUMO	-1.1	eV

***

DFT (ωB97M-V/def2-TZVPD) results for a structure of composition C33H35As2CaN4 in a non-equilibrium geometry.

Geometry as XYZ:
```
75
Properties=species:S:1:pos:R:3:lowdin_charge:R:1
Ca -1.49238 -0.43111 1.19468 1.36
C -3.85548 2.35946 3.26015 -0.07
C -3.05354 2.71663 4.34576 -0.04
C -2.14357 1.78414 4.88069 -0.04
C -2.04375 0.51134 4.28263 -0.08
C -2.92084 0.14020 3.24406 -0.23
C -3.75828 1.11971 2.65108 -0.10
H -4.46945 3.13346 2.88235 0.10
H -3.08929 3.71540 4.70055 0.10
H -1.47167 2.05626 5.69559 0.12
H -1.34080 -0.22480 4.62961 0.11
H -3.07472 -0.92846 3.00418 0.11
H -4.34890 0.93306 1.72614 0.12
C 2.69626 -0.16941 4.38035 -0.08
C 2.76022 -1.56321 4.21896 -0.07
C 1.95838 -2.19335 3.30790 -0.05
C 1.34773 -1.46705 2.29213 -0.34
C 1.33500 -0.06774 2.38078 -0.12
C 1.93924 0.58289 3.44599 -0.09
N 0.49592 -2.00838 1.33933 -0.03
C 0.53334 -3.33049 0.93845 -0.21
C 1.81043 -3.94152 0.79178 -0.03
C 1.95786 -5.34916 0.62005 -0.05
C 0.83766 -6.13767 0.44289 -0.09
C -0.40205 -5.50249 0.30352 -0.02
C -0.61507 -4.13598 0.54889 -0.20
N -1.82154 -3.67042 0.08497 0.10
N -2.08396 -2.39857 0.26364 -0.13
C -2.90081 -1.83704 -0.70278 -0.35
C -3.47868 -2.59386 -1.76611 0.01
C -4.14282 -1.87526 -2.77485 -0.02
C -4.25604 -0.45466 -2.63822 -0.05
C -3.69258 0.18519 -1.53231 -0.15
N -2.98292 -0.47261 -0.59969 -0.05
H 3.25131 0.30268 5.15985 0.09
H 3.34892 -2.18650 4.90537 0.12
H 1.90265 -3.24992 3.31716 0.10
H 0.94543 0.50862 1.53634 0.08
H 1.84724 1.68992 3.56982 0.12
H 2.67846 -3.29197 0.93668 0.11
H 2.95056 -5.79502 0.69469 0.11
H 0.96239 -7.22059 0.35467 0.11
H -1.26928 -6.09397 0.00175 0.12
H -3.30289 -3.68898 -1.65202 0.12
H -4.46641 -2.39389 -3.69960 0.12
H -4.76505 0.14566 -3.37041 0.10
H -3.84553 1.25678 -1.39650 0.11
C 2.95849 -0.53407 -1.24843 -0.33
As 1.50587 0.09694 -2.45197 1.13
C 2.37809 -0.75321 -4.10136 -0.30
C 2.26801 1.93425 -2.48570 -0.47
C 3.56262 2.21508 -2.89220 -0.10
C 4.06884 3.53290 -3.01729 -0.07
C 3.24094 4.56835 -2.67400 -0.10
C 2.00171 4.29942 -2.13188 -0.12
C 1.44917 3.00479 -2.13491 -0.45
As -0.46376 2.72995 -1.61152 1.07
C -0.92982 4.61662 -1.33815 -0.37
C -1.08826 2.50719 -3.50952 -0.31
H 2.59977 -1.50649 -0.89817 -0.01
H 3.08443 0.17342 -0.44188 0.02
H 3.90327 -0.68841 -1.75122 0.02
H 3.45488 -0.92012 -3.96666 0.02
H 2.10177 -0.15880 -4.94993 0.00
H 1.91181 -1.75867 -4.21807 0.02
H 4.20799 1.37115 -3.08956 0.09
H 5.10067 3.75909 -3.36179 0.12
H 3.50737 5.61180 -2.81473 0.11
H 1.40133 5.13555 -1.77968 0.08
H -0.74410 5.24365 -2.23562 0.04
H -0.40511 5.03007 -0.48364 0.02
H -1.99457 4.66108 -1.11684 0.01
H -0.44254 3.07548 -4.16547 0.03
H -2.12578 2.83532 -3.57529 0.01
H -0.98374 1.45034 -3.75545 -0.01
```

Properties
HOMO	-9.55	eV
molar mass	677.6	g/mol
charge	+1
LUMO	-4.0	eV
energy relative to the best compared isomer or geometry (same formula, charge and spin)	57.9	kJ/mol

***

DFT (ωB97M-V/def2-TZVPD) results for a structure of composition C33H35AsCl3CoN6O2S6Sb in a non-equilibrium geometry.

Geometry as XYZ:
```
88
Properties=species:S:1:pos:R:3:lowdin_charge:R:1
Co 0.17627 1.77374 -1.11856 -0.24
S 2.27707 5.95108 -1.20246 -0.14
As 0.78842 4.74006 -0.33944 -0.40
S 1.60467 2.71910 0.24833 0.34
S -0.39115 3.74787 -1.96169 0.24
S -0.39932 5.55663 1.16797 -0.11
N -1.88096 -1.61735 -2.95221 0.06
C -2.59462 -0.51783 -2.55600 -0.89
S -2.28756 0.96129 -3.26180 0.70
N -3.50474 -0.81139 -1.60073 0.07
C -4.62048 -0.10955 -1.09493 -0.23
C -5.11853 1.07408 -1.62529 -0.04
C -6.27012 1.62546 -1.08135 -0.08
C -6.93298 1.01994 -0.02598 -0.10
C -6.43110 -0.16336 0.49624 -0.12
C -5.28327 -0.72289 -0.03265 -0.06
H -1.07894 -1.38825 -3.51643 0.06
H -1.71500 -2.34675 -2.27307 0.08
H -3.38719 -1.71405 -1.16445 0.13
H -4.60713 1.56432 -2.43736 0.04
H -6.64813 2.55065 -1.49730 0.11
H -7.82415 1.46848 0.39251 0.10
H -6.92737 -0.65109 1.32576 0.10
H -4.88504 -1.64130 0.38863 0.11
Cl -2.23400 3.46926 3.43668 0.60
C -2.74076 2.62162 1.97116 -1.48
Cl -3.51218 3.71039 0.84526 0.64
Cl -3.90337 1.34463 2.44009 0.64
C -1.50967 1.89836 1.33372 -0.76
O -0.90375 1.13141 2.13477 -0.23
O -1.28593 2.11596 0.14719 -0.21
C 1.15318 0.73027 -3.69399 -0.21
N 2.16821 0.41985 -4.68890 -0.08
C 3.24011 -0.34803 -4.05328 -0.18
N 3.85894 0.38487 -2.95033 -0.08
C 2.83038 0.68479 -1.96784 -0.23
N 1.69596 1.49323 -2.53447 -0.17
C 2.32085 2.75419 -3.09223 -0.22
N 3.34202 2.44826 -4.08347 -0.08
C 2.74233 1.68287 -5.16797 -0.17
C 4.39095 1.64659 -3.47134 -0.17
H 0.72692 -0.19949 -3.31140 0.07
H 0.36175 1.32234 -4.14838 0.08
H 4.00144 -0.57577 -4.80247 0.12
H 2.82873 -1.28478 -3.66886 0.12
H 3.25519 1.25584 -1.14484 0.07
H 2.41686 -0.25071 -1.59637 0.05
H 2.74787 3.32246 -2.26729 0.05
H 1.53972 3.35132 -3.54626 0.06
H 3.50821 1.45521 -5.91309 0.12
H 1.95438 2.27660 -5.63419 0.13
H 4.83850 2.21017 -2.65140 0.13
H 5.15857 1.42480 -4.21684 0.12
S 0.12633 -0.51357 -0.62719 0.33
Sb 0.27942 -0.64065 1.66541 1.36
C 1.95767 0.26184 2.57736 -0.35
C 1.93398 0.77132 3.86587 -0.10
C 3.12727 1.15803 4.46473 -0.08
C 4.32120 1.04162 3.77053 -0.08
C 4.33021 0.53928 2.47602 -0.07
C 3.14851 0.13656 1.87574 -0.15
C 1.38862 -2.56286 1.75884 -0.34
C 1.96370 -3.19624 0.66375 -0.14
C 2.65001 -4.39818 0.80769 -0.10
C 2.78159 -4.97986 2.05921 -0.10
C 2.22184 -4.35309 3.16677 -0.09
C 1.53121 -3.16090 3.01002 -0.13
C -1.41487 -1.66643 2.44820 -0.31
C -1.70617 -2.89341 1.85914 -0.13
C -2.72344 -3.68018 2.37648 -0.09
C -3.41012 -3.27348 3.51444 -0.09
C -3.09948 -2.06529 4.11684 -0.09
C -2.11138 -1.25010 3.57414 -0.14
H 0.99937 0.89101 4.39981 0.10
H 3.11916 1.55825 5.47047 0.10
H 5.24934 1.34739 4.23618 0.10
H 5.25971 0.46026 1.92632 0.11
H 3.15872 -0.26901 0.86990 0.09
H 1.87407 -2.74644 -0.32068 0.06
H 3.08152 -4.87974 -0.06208 0.10
H 3.31719 -5.91403 2.17427 0.09
H 2.32418 -4.79540 4.15050 0.10
H 1.09244 -2.69504 3.88956 0.10
H -1.13178 -3.23843 1.00642 0.09
H -2.97271 -4.61901 1.89728 0.10
H -4.18329 -3.90553 3.93315 0.10
H -3.62671 -1.74972 5.00830 0.10
H -1.90739 -0.28439 4.01525 0.09
```

Properties
HOMO (alpha / beta)	-4.17 / -4.17	eV
molar mass	1102.1	g/mol
charge	-1
LUMO (alpha / beta)	1.8 / 1.7	eV
energy relative to the best compared isomer or geometry (same formula, charge and spin)	0.0	kJ/mol